No. 1
19
Properties=species:S:1:pos:R:3:forces:R:3 method="wB97M-V/def2-TZVPD" orbital_gap_ev=10.1117 lumo_energy_ev=-3.041 charge=+1 e_homo_ev=-13.2
C 1.351 -0.061 0.167 -0.066 0.827 2.517
C 2.516 -0.704 -0.291 1.853 -0.197 -5.043
C -1.905 -1.254 0.195 0.807 -1.907 -1.318
C -1.526 0.097 0.540 -0.296 -0.498 -0.437
N 0.281 0.142 -0.609 -4.851 -0.006 0.056
N -2.311 1.073 0.164 -1.381 -0.228 -2.211
N 1.085 1.327 -0.388 1.795 -0.850 -0.744
H 1.304 -0.090 1.266 -0.527 0.310 0.059
H 2.776 -1.653 0.060 -0.221 -1.553 0.727
H 3.295 -0.068 0.010 1.648 0.712 0.218
H 2.500 -0.744 -1.494 0.166 0.021 2.650
H -1.604 -1.233 -0.855 -0.577 -0.980 -0.331
H -1.334 -2.067 0.689 -0.092 0.806 -0.181
H -2.951 -1.514 0.322 -0.208 0.416 -0.084
H -1.156 0.160 1.506 1.581 0.936 1.621
H -2.912 1.015 -0.698 1.026 -0.148 1.353
H -2.044 1.977 0.410 0.081 1.724 0.539
H 0.990 2.118 0.229 -0.710 0.061 0.380
H 1.644 1.479 -1.224 -0.028 0.555 0.228

No. 2
19
Properties=species:S:1:pos:R:3:forces:R:3 method="wB97M-V/def2-TZVPD" orbital_gap_ev=9.3781 lumo_energy_ev=-3.699 charge=+1 e_homo_ev=-13.1
C 0.051 -0.779 -1.414 -0.508 1.405 1.238
C 1.097 0.147 -0.925 -0.654 1.833 1.667
C -2.465 0.975 -0.387 0.686 1.772 0.161
C -1.772 -0.226 0.167 0.375 0.224 -6.986
N -1.082 -0.866 -0.847 -0.330 -0.622 1.670
N -2.089 -0.738 1.277 0.657 -0.864 2.817
N 3.238 -0.141 1.212 -1.702 2.484 -0.154
H 0.257 -1.368 -2.284 -0.196 -0.481 -0.418
H 1.761 0.514 -1.688 0.003 0.127 -0.506
H 0.637 1.089 -0.319 1.053 -2.340 -1.413
H 1.748 -0.389 -0.220 -0.452 0.271 -0.014
H -1.791 1.604 -1.013 -0.019 -0.874 0.257
H -2.490 1.557 0.523 -1.313 0.896 0.080
H -3.385 0.923 -1.022 0.525 -0.589 1.208
H -2.771 -0.198 1.889 1.437 -1.474 -0.693
H -1.401 -1.491 1.546 -1.728 0.848 0.607
H 3.643 0.562 0.643 0.640 0.648 -0.077
H 3.577 -0.209 2.111 1.099 -0.019 1.982
H 3.238 -0.966 0.752 0.428 -3.244 -1.427

No. 3
20
Properties=species:S:1:pos:R:3:forces:R:3 method="wB97M-V/def2-TZVPD" orbital_gap_ev=6.6613 lumo_energy_ev=4.036 charge=-1 e_homo_ev=-2.6 smiles=NCNCCNC[O-]
N -0.920 2.521 1.517 0.548 -0.771 0.670
C 0.074 1.539 1.018 -0.353 1.248 -0.749
N 0.083 1.486 -0.434 -0.400 -0.070 -0.456
C -0.515 0.316 -1.053 -0.233 0.130 -0.326
C 0.452 -0.822 -1.321 0.196 0.517 0.868
N 1.041 -1.299 -0.051 -0.549 -0.945 -0.564
C 0.112 -2.380 0.544 -0.336 0.277 0.289
O -0.231 -3.349 -0.280 0.049 0.046 -0.084
H -0.650 3.449 1.229 -0.292 0.065 -0.368
H -1.803 2.245 1.116 -0.224 0.446 -0.142
H 1.049 1.909 1.326 0.099 -0.462 0.445
H -0.220 0.581 1.431 0.492 -0.197 0.140
H 0.952 1.676 -0.907 0.331 0.066 0.531
H -1.319 -0.022 -0.408 -0.151 -0.241 0.227
H -1.022 0.610 -1.982 0.142 0.001 -0.090
H -0.061 -1.611 -1.874 0.122 -0.228 -0.055
H 1.320 -0.440 -1.868 -0.224 0.133 -0.535
H 1.749 -1.922 -0.421 0.603 -0.070 0.294
H -0.749 -1.776 0.955 -0.014 -0.010 -0.057
H 0.659 -2.711 1.462 0.193 0.066 -0.040

No. 4
20
Properties=species:S:1:pos:R:3:forces:R:3 method="wB97M-V/def2-TZVPD" orbital_gap_ev="1.9996 / 6.4188" lumo_energy_ev="6.194 / 6.100" charge=-2 spin_multiplicity=2 e_homo_ev="4.2 / -0.3"
N 1.603 2.912 -1.848 -0.376 -0.024 -0.017
C 1.135 1.986 -0.884 0.646 0.891 -0.761
N 1.772 0.765 -0.939 -1.182 0.422 0.320
N 0.198 2.338 -0.058 -0.220 -0.045 -0.016
H 1.562 3.891 -1.569 -0.139 -0.053 0.032
H 2.516 2.713 -2.219 0.458 -0.113 -0.191
H 2.158 0.615 -1.872 -0.083 0.017 0.466
H 1.179 -0.106 -0.398 0.667 0.126 -0.166
H -0.152 3.284 -0.300 0.651 -0.694 0.146
C -0.571 -0.522 0.782 -0.048 -0.251 0.115
O 0.582 -1.085 0.308 0.380 0.147 -0.118
C -1.360 -1.611 1.503 -0.204 -0.128 0.646
C -1.446 -2.862 0.646 -0.277 0.030 -0.567
H -1.172 -0.075 -0.049 -0.101 -0.153 0.346
H -0.409 0.302 1.507 -0.007 -0.004 -0.245
H -2.372 -1.245 1.775 0.260 -0.161 -0.033
H -0.816 -1.848 2.442 -0.271 0.103 -0.283
H -2.109 -3.635 1.063 0.068 0.039 -0.002
H -0.451 -3.276 0.443 -0.235 0.167 0.180
H -1.845 -2.540 -0.332 0.014 -0.316 0.147

No. 5
20
Properties=species:S:1:pos:R:3:forces:R:3 method="wB97M-V/def2-TZVPD" orbital_gap_ev=4.1788 lumo_energy_ev=-8.775 charge=+1 e_homo_ev=-13.0
N -2.129 1.220 0.343 0.198 0.699 -1.523
C -0.907 1.014 -0.195 0.575 0.900 1.584
C -0.681 -0.548 -0.458 -0.413 -2.142 -0.337
N 0.500 -0.921 -1.104 0.720 1.314 0.940
C 1.589 -1.086 -0.251 -1.684 -2.759 0.548
C 2.587 0.187 -0.295 1.376 4.243 0.129
N 3.058 0.730 0.890 -0.603 -1.913 -0.641
O -3.566 -0.785 0.428 1.940 -0.335 -0.233
H -4.498 -0.793 0.570 -0.858 0.508 0.515
H -2.417 2.062 0.839 1.143 0.112 0.848
H -3.044 0.076 0.584 -2.096 -1.257 -0.528
H -0.814 1.478 -1.195 -0.342 -0.470 -0.419
H -0.049 1.390 0.397 -0.275 0.726 -0.207
H -0.740 -0.972 0.551 0.099 0.192 0.269
H -1.563 -0.925 -0.984 0.111 0.340 -0.273
H 1.344 -1.201 0.804 -0.308 0.198 0.206
H 3.464 0.019 -0.938 -0.257 -0.864 -0.230
H 2.106 -2.016 -0.511 0.607 0.534 -0.370
H 1.975 0.983 -0.721 0.051 -0.283 -0.427
H 3.784 0.089 1.248 0.016 0.255 0.149

No. 6
20
Properties=species:S:1:pos:R:3:forces:R:3 method="wB97M-V/def2-TZVPD" orbital_gap_ev=10.2047 lumo_energy_ev=-3.069 charge=+1 e_homo_ev=-13.3
O -1.509 -1.161 -0.224 0.118 0.092 0.364
C -0.825 -1.872 0.488 0.215 0.097 -0.483
C 0.026 -1.382 1.628 -0.178 -0.604 0.556
N 1.052 -2.386 1.913 -0.030 0.290 0.094
H -0.737 -2.945 0.261 -0.123 -0.088 0.118
H 0.470 -0.420 1.379 0.125 0.029 -0.135
H -0.633 -1.208 2.491 -0.158 0.145 -0.137
H 1.737 -1.995 2.544 0.278 0.151 -0.089
H 0.656 -3.148 2.448 -0.165 -0.188 -0.133
C 1.080 1.364 -2.437 -0.158 0.020 -0.065
N 0.137 0.993 -1.379 -0.418 0.406 0.067
C -0.416 1.889 -0.606 0.295 0.047 -0.077
N -1.336 1.679 0.304 0.133 0.023 -0.066
H 0.556 1.497 -3.382 0.029 -0.128 -0.031
H 1.833 0.591 -2.528 0.073 -0.042 -0.033
H 1.557 2.304 -2.176 0.070 -0.012 0.069
H -0.265 0.065 -1.355 0.076 -0.200 -0.050
H -0.067 2.911 -0.712 0.072 -0.021 0.024
H -1.736 0.757 0.465 0.056 0.029 -0.142
H -1.580 2.466 0.878 -0.310 -0.046 0.148

No. 7
20
Properties=species:S:1:pos:R:3:forces:R:3 method="wB97M-V/def2-TZVPD" orbital_gap_ev=9.1439 lumo_energy_ev=-3.695 charge=+1 e_homo_ev=-12.8
C 1.891 0.136 -0.097 1.398 -1.584 2.392
C 3.207 -0.245 0.689 -1.740 1.345 0.662
C -1.388 -0.758 -0.639 -0.074 -2.187 -1.247
C -2.638 0.659 0.729 -0.314 0.852 -0.687
N 1.805 -0.086 -1.419 -2.729 0.760 0.088
N -2.659 -0.127 -0.282 -1.467 -0.645 0.298
N 0.875 0.314 0.665 -1.014 0.845 -3.062
O -3.586 1.467 1.094 -0.115 -0.274 -0.291
H 2.973 -1.164 1.171 -0.379 -1.164 0.086
H 4.138 -0.415 0.220 0.907 0.401 -0.900
H 3.275 0.409 1.593 0.339 0.012 -1.105
H -1.163 -0.415 -1.607 0.253 0.650 -1.479
H -0.528 -0.473 -0.034 -0.556 0.456 0.685
H -1.333 -1.864 -0.775 -1.021 0.661 0.591
H -1.694 0.759 1.186 0.874 0.190 1.146
H 2.675 -0.024 -1.874 0.542 0.051 -1.297
H 0.857 0.174 -1.854 2.689 -0.429 0.497
H -3.601 -0.261 -0.745 1.762 -0.195 0.154
H 1.177 0.397 1.565 0.796 0.198 3.033
H -4.282 1.516 0.412 -0.152 0.057 0.433

No. 8
20
Properties=species:S:1:pos:R:3:forces:R:3 method="wB97M-V/def2-TZVPD" orbital_gap_ev=9.8310 lumo_energy_ev=0.734 e_homo_ev=-9.1
H 3.870 1.103 1.455 0.023 -0.016 -0.108
N 3.071 1.391 0.897 -0.050 0.029 0.188
C 1.998 1.148 1.533 0.114 -0.179 -0.215
N 0.762 1.387 0.988 0.108 0.205 0.088
C -0.370 1.662 1.860 -0.048 -0.295 -0.092
H 1.970 0.679 2.519 -0.104 0.052 0.105
H 0.832 1.961 0.159 -0.068 -0.014 -0.005
H -1.206 1.979 1.240 -0.020 0.032 0.089
H -0.674 0.748 2.375 -0.010 0.007 0.010
H -0.169 2.418 2.621 0.015 0.152 -0.058
C 0.127 -1.191 -1.752 -0.196 0.000 -0.274
N -1.142 -1.610 -2.331 0.040 -0.030 0.172
C -2.142 -1.639 -1.554 0.088 0.005 -0.188
N -2.181 -1.279 -0.223 -0.118 -0.006 -0.062
H 0.088 -0.139 -1.462 0.090 0.085 0.068
H 0.891 -1.310 -2.513 0.165 0.029 0.068
H 0.424 -1.771 -0.868 -0.034 -0.048 -0.030
H -3.102 -1.932 -1.975 -0.042 -0.030 0.136
H -2.930 -1.670 0.322 0.042 0.070 0.065
H -1.305 -1.158 0.257 0.006 -0.049 0.042

No. 9
20
Properties=species:S:1:pos:R:3:forces:R:3 method="wB97M-V/def2-TZVPD" orbital_gap_ev=8.9570 lumo_energy_ev=0.901 e_homo_ev=-8.1
H -1.548 -1.364 1.114 0.238 0.405 -0.060
N -1.064 -1.791 0.329 0.532 0.078 -0.991
C -0.640 -0.992 -0.563 -2.631 2.307 0.308
C -0.147 -1.391 -1.921 0.780 0.107 0.555
N -0.828 0.521 -0.463 -0.862 -1.988 0.423
N -1.886 0.993 0.345 1.282 -1.050 -0.702
H 0.665 -0.730 -2.229 -0.043 0.074 -0.059
H -0.947 -1.302 -2.657 -0.047 -0.207 0.130
H 0.264 -2.395 -1.847 -0.244 -0.139 -0.240
H -0.690 1.050 -1.321 -0.113 -0.426 -0.028
H -2.741 0.459 0.221 -0.005 1.176 0.378
H -1.659 1.866 0.810 -0.850 -0.665 -0.041
H 2.337 2.147 0.214 -0.804 0.532 0.166
N 1.783 1.529 -0.379 0.007 -0.653 0.217
C 1.161 0.628 0.299 3.812 -3.183 -0.898
C 1.181 0.394 1.789 -0.983 0.283 -0.228
H 1.214 -0.518 -0.162 -0.255 2.909 0.720
H 2.123 -0.071 2.078 0.190 0.242 -0.151
H 0.421 -0.359 2.018 -0.077 0.326 0.232
H 1.002 1.325 2.328 0.074 -0.127 0.269

No. 10
20
Properties=species:S:1:pos:R:3:forces:R:3 method="wB97M-V/def2-TZVPD" orbital_gap_ev=7.9671 lumo_energy_ev=-9.458 charge=+2 e_homo_ev=-17.4
C 0.329 1.404 -0.092 0.241 1.739 2.092
C 1.850 0.454 2.924 -0.867 2.732 2.065
C 2.840 -0.422 3.363 1.763 0.567 0.963
C -2.873 -0.263 -2.896 0.021 1.056 -1.450
N 0.806 1.172 0.973 -2.668 1.338 -4.276
N 1.419 0.457 1.717 2.413 -2.354 2.426
N -0.725 -0.492 -1.796 1.726 -4.542 1.182
N -2.017 -1.003 -1.980 -0.363 -0.133 -2.169
H -0.305 2.127 -0.616 0.442 -0.083 0.322
H -0.568 0.116 -0.983 -0.019 -0.028 -0.461
H 1.576 1.187 3.746 -0.353 -0.248 -1.520
H 3.785 0.125 3.556 -0.043 0.698 -0.798
H 3.051 -1.164 2.715 0.793 -2.612 -2.090
H 2.881 -0.745 4.362 -1.249 -0.734 1.634
H -3.134 0.758 -2.549 -0.215 -0.569 0.208
H -2.218 -0.039 -3.802 -1.324 -0.750 0.556
H -3.843 -0.856 -3.117 1.962 0.901 0.199
H -0.349 -0.147 -2.651 -0.027 1.156 -1.136
H -0.014 -1.388 -1.695 -2.013 2.361 0.214
H -2.493 -1.282 -1.179 -0.221 -0.496 2.041

No. 11
20
Properties=species:S:1:pos:R:3:forces:R:3 method="wB97M-V/def2-TZVPD" orbital_gap_ev="7.9764 / 7.9782" lumo_energy_ev="-8.690 / -8.689" charge=+2 e_homo_ev="-16.7 / -16.7"
C 1.433 -0.529 0.386 1.440 -0.853 -1.064
C 1.660 -2.009 2.217 2.345 -0.519 2.192
C -0.812 1.866 -1.299 -2.437 1.006 -2.907
C 0.471 0.543 0.183 -2.233 1.042 -0.721
N 0.951 -1.469 1.359 -1.676 0.173 0.228
N 0.341 1.185 -0.982 1.666 0.003 1.090
N -1.870 0.593 -1.383 1.241 -0.408 1.692
N -1.800 -0.376 -0.330 0.182 0.994 0.093
H 1.445 -1.119 -0.564 0.619 0.405 0.558
H 2.480 -0.255 0.737 -1.188 0.087 -0.813
H 2.614 -1.649 2.529 1.078 0.293 -0.740
H 1.379 -2.836 2.803 -1.244 -0.842 0.644
H -1.200 2.667 -0.636 0.295 -0.923 -0.072
H -0.861 2.242 -2.428 0.620 -0.514 2.594
H -0.135 0.823 1.036 0.138 0.622 -0.239
H -0.025 -1.713 1.493 -0.647 -0.126 -1.403
H 1.007 1.084 -1.750 -0.030 -0.449 0.402
H -2.827 0.830 -1.328 -1.246 1.186 -1.041
H -1.606 0.185 -2.260 -0.309 -0.476 -0.657
H -2.645 -0.061 0.218 1.386 -0.703 0.165

No. 12
21
Properties=species:S:1:pos:R:3:forces:R:3 method="wB97M-V/def2-TZVPD" orbital_gap_ev=8.4836 lumo_energy_ev=0.458 e_homo_ev=-8.0 smiles="CN(N)C(N)=O.[H]/N=C/C"
C 2.628 -0.129 0.491 -0.063 0.002 0.113
N 1.360 -0.330 -0.183 -0.746 0.116 0.316
N 0.980 -1.637 -0.522 0.185 0.059 0.136
C 0.419 0.649 -0.400 0.301 0.262 -4.308
N 0.781 1.925 -0.003 -0.488 -0.429 0.657
O -0.507 0.504 -1.261 2.591 0.271 1.296
H 2.940 0.915 0.440 -0.099 -0.123 -0.041
H 2.564 -0.442 1.536 0.119 0.021 0.081
H 3.393 -0.731 -0.003 -0.085 0.012 -0.011
H 1.116 -2.249 0.279 -0.007 0.084 -0.139
H 1.536 -1.969 -1.306 -0.050 0.060 0.109
H 0.063 2.599 -0.227 0.000 -0.082 -0.065
H 1.137 2.028 0.936 0.069 0.055 0.036
H -2.281 2.196 0.451 0.093 -0.219 0.827
N -2.737 1.309 0.261 0.141 0.108 -1.679
C -1.964 0.305 0.121 -0.188 -0.618 4.342
C -2.506 -1.030 -0.290 0.276 0.063 -0.640
H -1.023 0.137 0.875 -1.785 0.431 -1.272
H -2.957 -1.526 0.567 -0.055 0.031 0.075
H -3.244 -0.884 -1.076 -0.147 -0.041 0.078
H -1.696 -1.640 -0.686 -0.061 -0.063 0.087

In kcal/mol, the ΔE to the lowest compared entry with this formula, charge and spin values for the records above are, in order, 118.79 62.47 45.01 0.00 278.75 22.30 57.05 22.45 94.12 152.66 102.78 77.72.